No. 1
100
Properties=species:S:1:pos:R:3:forces:R:3:mulliken_charge:R:1 method="wB97M-V/def2-TZVPD" homo_lumo_gap_ev=8.46 max_force_ha_per_bohr=0.0099 charge=+1 mol_weight_g_mol=966.2 energy_ha=-3654.3293 e_above_lowest_ev=0.000 spin_multiplicity=1
Ba -0.2041 0.9212 -0.0800 0.25 -0.03 -0.08 2.099
N 4.4709 2.5754 -0.9087 0.00 0.08 -0.01 0.059
C 4.9722 1.3095 -0.6629 -0.01 0.01 0.00 0.495
C 6.2667 0.8074 -0.6036 0.01 -0.01 -0.01 -1.290
C 6.3929 -0.5424 -0.3415 -0.04 0.01 -0.01 -0.452
C 5.2685 -1.3629 -0.1461 0.07 0.02 0.00 -0.740
C 3.9897 -0.8531 -0.2035 -0.07 0.05 0.01 -0.025
C 3.8459 0.5096 -0.4643 0.01 -0.04 -0.01 0.069
N 2.6960 1.2803 -0.5879 -0.31 0.22 0.01 0.501
C 3.1154 2.4994 -0.8546 -0.03 -0.03 0.03 -0.092
C 2.2364 3.6565 -1.0623 -0.11 -0.16 0.02 -0.514
C 2.5999 4.9575 -1.2093 0.03 0.08 -0.01 -0.293
S 1.2152 5.9348 -1.3918 -0.13 -0.05 0.00 -0.121
C 0.2171 4.5517 -1.2539 0.25 0.01 0.02 -0.497
N 0.8763 3.4393 -1.0960 -0.09 -0.30 0.19 0.347
H 5.0083 3.3993 -1.1137 0.01 0.00 0.00 0.221
H 7.1309 1.4391 -0.7581 0.02 -0.01 0.00 0.417
H 7.3806 -0.9788 -0.2881 0.01 -0.01 0.01 0.406
H 5.4125 -2.4159 0.0542 0.00 -0.02 0.00 0.513
H 3.1213 -1.4811 -0.0535 0.03 -0.03 0.03 0.252
H 3.5848 5.3936 -1.2049 0.03 -0.01 0.00 0.356
H -0.8655 4.6088 -1.2512 -0.07 0.02 0.00 0.503
O -2.6693 4.4756 0.1782 0.13 -0.10 -0.10 -0.671
C -2.5026 3.3615 0.6571 -0.09 0.01 -0.04 0.205
O -2.1997 2.2874 0.0004 0.00 0.30 0.19 -0.679
C -2.6018 3.1762 2.1801 -0.01 -0.07 -0.13 -0.747
P -1.0274 2.4770 2.8144 0.04 -0.11 0.17 0.166
C -1.4014 2.1821 4.5783 0.07 0.07 -0.13 0.223
C -1.5857 3.2425 5.4637 -0.01 -0.01 0.04 -0.318
C -1.9054 2.9944 6.7883 0.00 0.01 0.01 -0.691
C -2.0419 1.6873 7.2390 -0.01 -0.01 -0.02 -0.471
C -1.8573 0.6278 6.3642 0.00 0.00 0.04 -0.541
C -1.5335 0.8763 5.0380 0.00 -0.01 -0.08 -0.404
C 0.1113 3.9068 2.8825 -0.07 -0.02 -0.16 0.737
C 1.3708 3.7062 3.4520 -0.05 -0.05 0.00 -0.832
C 2.3033 4.7277 3.4799 0.02 0.02 0.00 -0.683
C 1.9930 5.9641 2.9243 0.00 -0.02 0.02 -0.518
C 0.7496 6.1685 2.3489 0.04 0.02 -0.01 -0.718
C -0.1918 5.1456 2.3226 0.02 -0.01 0.05 -0.232
H -3.3612 2.4180 2.3893 0.04 -0.01 -0.01 0.601
H -2.8885 4.1013 2.6790 0.03 0.01 -0.03 0.472
H -1.4708 4.2629 5.1180 0.00 0.01 0.00 0.347
H -2.0472 3.8201 7.4726 0.00 0.01 0.00 0.403
H -2.2889 1.4966 8.2747 -0.01 0.00 0.01 0.390
H -1.9601 -0.3899 6.7162 0.00 -0.01 0.00 0.394
H -1.3806 0.0519 4.3500 -0.01 -0.01 0.03 0.342
H 1.6109 2.7440 3.8921 0.03 -0.01 0.01 0.367
H 3.2688 4.5655 3.9406 0.01 -0.01 0.01 0.453
H 2.7172 6.7677 2.9516 0.01 0.01 0.00 0.428
H 0.5057 7.1341 1.9246 -0.03 0.00 -0.01 0.502
H -1.1566 5.3208 1.8654 -0.03 0.02 -0.04 0.296
C -1.1201 -3.1861 -0.7216 0.14 0.07 0.00 -1.360
P -2.2367 -1.7489 -0.9729 -0.19 0.47 0.02 0.127
C -2.6035 -1.7273 -2.7609 -0.01 -0.24 0.06 0.698
C -3.3551 -2.7381 -3.3569 -0.01 -0.04 -0.01 -0.511
C -3.5971 -2.7171 -4.7204 -0.02 -0.02 -0.01 -0.662
C -3.0942 -1.6832 -5.4999 0.01 0.00 -0.02 -0.603
C -2.3556 -0.6678 -4.9136 -0.01 0.03 -0.02 -0.620
C -2.1179 -0.6905 -3.5480 -0.01 0.00 0.04 -0.225
C -3.8336 -2.2260 -0.2458 0.04 0.00 -0.02 0.446
C -4.7488 -1.1940 -0.0331 0.05 -0.02 -0.01 -0.746
C -6.0037 -1.4694 0.4833 -0.02 -0.06 0.02 -0.624
C -6.3472 -2.7763 0.8083 -0.02 0.06 -0.01 -0.435
C -5.4393 -3.8044 0.6082 -0.03 -0.03 0.01 -0.787
C -4.1868 -3.5327 0.0760 0.06 0.00 0.01 -0.144
P 0.5795 -2.4788 -0.8726 0.13 -0.17 0.04 -0.015
C 0.7718 -2.2435 -2.6693 0.02 0.08 0.11 1.151
C 1.4293 -1.0872 -3.0849 -0.04 -0.04 -0.03 -0.758
C 1.6013 -0.8184 -4.4371 0.01 0.02 -0.01 -0.463
C 1.1113 -1.7057 -5.3811 0.01 0.02 0.01 -0.641
C 0.4556 -2.8618 -4.9746 -0.02 -0.04 -0.01 -0.707
C 0.2884 -3.1327 -3.6277 0.07 0.05 -0.05 -0.112
C 1.6769 -3.8961 -0.4903 -0.11 0.09 -0.06 0.518
C 1.5906 -4.4668 0.7793 -0.07 0.04 0.05 -0.725
C 2.4323 -5.5030 1.1459 0.05 -0.02 0.00 -0.716
C 3.3889 -5.9690 0.2523 -0.03 0.02 0.00 -0.512
C 3.4958 -5.3921 -1.0036 0.03 -0.02 0.01 -0.725
C 2.6444 -4.3604 -1.3755 -0.01 0.02 0.00 -0.281
H -1.3087 -4.0358 -1.3753 -0.03 -0.10 0.02 0.648
H -1.2243 -3.4944 0.3241 -0.05 -0.04 -0.08 0.786
H -3.7691 -3.5370 -2.7502 0.03 0.03 -0.02 0.413
H -4.1873 -3.5013 -5.1757 0.00 -0.01 -0.01 0.432
H -3.2858 -1.6641 -6.5645 -0.01 -0.01 -0.01 0.406
H -1.9703 0.1429 -5.5172 0.00 0.02 0.00 0.451
H -1.5470 0.1094 -3.0929 0.02 0.07 0.00 0.335
H -4.4706 -0.1748 -0.2780 -0.02 0.04 0.01 0.455
H -6.7130 -0.6678 0.6393 0.00 0.02 0.00 0.419
H -7.3246 -2.9909 1.2192 0.00 -0.01 0.00 0.389
H -5.7099 -4.8208 0.8625 0.01 -0.01 -0.01 0.408
H -3.4873 -4.3444 -0.0852 -0.01 -0.01 0.01 0.383
H 1.8276 -0.4001 -2.3451 0.04 0.03 -0.01 0.214
H 2.1200 0.0789 -4.7493 0.00 0.00 0.00 0.454
H 1.2391 -1.4998 -6.4354 0.00 0.00 -0.02 0.389
H 0.0702 -3.5535 -5.7120 0.00 0.00 -0.01 0.452
H -0.2198 -4.0399 -3.3332 -0.04 -0.06 0.06 0.391
H 0.8616 -4.0942 1.4929 0.02 -0.04 -0.01 0.290
H 2.3503 -5.9424 2.1309 -0.01 -0.01 0.01 0.417
H 4.0496 -6.7765 0.5369 0.01 -0.01 0.01 0.415
H 4.2427 -5.7468 -1.7017 0.00 0.00 0.00 0.424
H 2.7396 -3.9184 -2.3576 -0.01 0.02 -0.06 0.424


No. 2
103
Properties=species:S:1:pos:R:3:forces:R:3:mulliken_charge:R:1 method="wB97M-V/def2-TZVPD" homo_lumo_gap_ev="4.26 / 7.46" s2=0.776 max_force_ha_per_bohr=0.1200 charge=-1 mol_weight_g_mol=1110.5 energy_ha=-6122.5981 e_above_lowest_ev=3.172 spin_multiplicity=2
Sr -0.1254 -0.8313 -0.4855 1.30 -3.67 -4.79 3.300
Cl -1.0270 1.3308 -8.2497 0.00 0.00 -0.01 -0.282
C -0.9769 0.8181 -6.5762 -0.03 0.00 0.01 0.073
C 0.1502 0.1415 -6.0948 0.02 0.01 0.01 -0.799
C 0.2117 -0.2557 -4.7847 0.01 -0.01 -0.02 -0.351
C -0.8574 -0.0112 -3.8707 -0.09 0.15 0.05 -0.499
O -0.7685 -0.3604 -2.6496 -0.05 0.07 -0.24 -0.021
C -2.0019 0.6640 -4.3985 0.01 0.01 0.02 1.475
C -3.1701 1.0042 -3.5945 0.04 0.04 0.03 -0.743
O -3.4156 0.6893 -2.4463 -0.01 -0.04 -0.01 -0.332
C -2.0282 1.0775 -5.7389 0.01 0.01 -0.01 -1.023
H 0.9773 -0.0564 -6.7656 0.00 0.00 0.00 0.424
H 1.0896 -0.7596 -4.3983 -0.01 -0.01 0.01 0.374
H -3.9019 1.6358 -4.1471 -0.02 -0.03 -0.01 0.095
H -2.8974 1.6105 -6.1091 0.00 0.00 0.00 0.341
C 4.8341 0.7935 0.5650 -0.01 0.00 0.07 -0.989
C 3.4975 0.7523 0.2448 -0.02 0.03 0.02 -0.213
N 2.8250 -0.3408 -0.1553 -0.10 -0.11 -0.01 1.619
C 3.6099 -1.4481 -0.4497 -0.02 -0.02 0.00 -0.776
C 4.9715 -1.5290 -0.0367 0.01 0.03 -0.01 1.260
C 5.5761 -0.4075 0.5094 0.01 -0.03 0.00 -1.301
C 5.6934 -2.7520 -0.2907 0.01 -0.01 0.01 -0.857
C 5.1663 -3.7362 -1.0463 0.00 0.00 0.00 -0.885
C 3.8606 -3.5999 -1.6213 -0.01 -0.02 0.00 1.193
C 3.3605 -4.4860 -2.5655 0.02 0.00 0.02 -0.709
C 2.1287 -4.2455 -3.1509 -0.02 0.02 -0.02 -1.425
C 1.3944 -3.1482 -2.6960 0.00 -0.03 0.01 -0.505
N 1.8067 -2.3012 -1.7718 -0.18 -0.04 -0.01 0.766
C 3.0724 -2.4634 -1.2666 0.02 0.04 0.03 -0.644
H 5.2789 1.7232 0.8941 0.00 0.00 -0.01 0.471
H 2.8997 1.6548 0.3369 -0.02 0.00 0.04 0.098
H 6.6171 -0.4459 0.8091 0.00 0.00 0.00 0.337
H 6.7013 -2.8379 0.1014 0.00 0.00 0.00 0.354
H 5.7371 -4.6315 -1.2686 0.00 0.00 0.00 0.361
H 3.9567 -5.3467 -2.8507 0.00 0.00 0.00 0.357
H 1.7165 -4.8968 -3.9088 0.00 -0.01 0.00 0.417
H 0.3975 -2.9674 -3.0833 0.02 0.01 -0.01 0.552
C -5.1790 -2.5434 -2.1404 0.00 0.01 0.00 -1.267
C -3.9330 -3.2186 -1.6412 0.01 0.03 -0.01 0.544
C -3.9571 -4.3580 -0.8497 0.00 -0.01 0.00 -0.514
C -2.7724 -4.9200 -0.4041 0.00 0.00 0.01 -0.776
C -1.5949 -4.2896 -0.7633 -0.05 -0.01 0.00 0.105
Br 0.0478 -4.9978 -0.1234 -0.01 -0.01 0.03 -0.115
N -1.5331 -3.2004 -1.5012 -0.10 -0.06 0.10 0.101
C -2.6846 -2.6856 -1.9390 -0.01 0.02 0.07 -0.262
H -6.0706 -3.0979 -1.8480 0.00 0.01 0.01 0.383
H -5.1672 -2.4595 -3.2283 -0.01 -0.01 0.00 0.329
H -5.2518 -1.5295 -1.7445 0.00 0.01 0.00 0.205
H -4.9037 -4.8022 -0.5644 0.00 0.00 0.00 0.339
H -2.7575 -5.7959 0.2266 0.00 0.00 0.00 0.419
H -2.5959 -1.7708 -2.5136 0.00 0.02 -0.03 0.281
S -3.3160 -2.7486 3.1225 -0.04 0.01 0.03 -0.445
C -2.1634 -2.3436 2.0509 0.07 -0.05 -0.02 0.242
N -1.3271 -2.0495 1.2803 -0.38 -0.23 0.48 -1.019
C -4.9562 2.1520 4.7811 0.01 -0.01 0.00 -1.719
C -3.6906 1.6520 4.1412 0.00 0.00 -0.01 0.706
C -2.6103 1.2581 4.9201 0.02 0.01 0.01 -0.847
C -1.4197 0.8167 4.3582 0.04 -0.01 0.00 1.306
C -0.3363 0.2976 5.2659 -0.01 0.01 0.02 -1.495
C -1.3108 0.8029 2.9647 0.07 -0.03 0.02 0.436
Te 0.5276 0.1979 2.0128 0.47 1.60 2.60 0.716
N 0.4633 1.2120 0.3190 0.33 1.67 0.86 -0.914
C 0.1622 2.5270 0.3140 0.09 0.05 0.03 -0.122
O -0.1356 3.2314 1.2765 -0.03 -0.03 -0.04 -0.637
C 0.1943 3.1181 -1.0755 -0.04 -0.02 0.02 0.109
C 0.8720 2.5065 -2.1262 0.01 0.00 0.02 0.159
C 0.8511 3.0804 -3.3898 -0.01 -0.02 0.01 -0.866
C 0.1499 4.2570 -3.6101 0.00 0.00 0.00 -0.402
C -0.5198 4.8736 -2.5605 0.01 0.01 0.00 -0.704
C -0.4902 4.3094 -1.2953 -0.03 -0.02 -0.01 -0.518
C 2.0771 1.0052 3.2101 -0.03 -0.06 0.16 0.943
C 3.0829 0.0480 3.3440 0.01 0.04 -0.11 -0.883
C 4.1819 0.2849 4.1504 0.04 0.01 -0.02 -0.676
C 4.2716 1.4895 4.8261 0.01 0.01 0.00 -0.856
C 3.2673 2.4352 4.6942 -0.01 -0.01 0.01 -0.640
C 2.1420 2.2215 3.8986 0.01 0.03 -0.09 0.998
C 1.0932 3.2946 3.8464 0.02 0.02 0.06 -1.426
C -2.4183 1.0787 2.1569 -0.02 -0.07 0.02 -0.081
C -2.4356 0.7868 0.6784 0.01 0.33 0.46 -0.437
C -3.5844 1.5258 2.7670 -0.02 -0.01 0.00 -0.944
H -5.2592 1.5070 5.6071 0.00 0.00 0.00 0.372
H -5.7721 2.1897 4.0603 0.00 0.00 0.00 0.359
H -4.8161 3.1584 5.1821 0.00 0.00 0.00 0.306
H -2.7017 1.2665 6.0013 0.00 0.00 0.00 0.337
H -0.6999 0.2556 6.2915 -0.01 -0.03 0.00 0.475
H 0.5621 0.9136 5.2534 -0.06 -0.01 0.03 0.179
H -0.0495 -0.7180 4.9787 0.02 0.00 0.00 0.284
H 1.4221 1.5894 -1.9518 -0.01 -0.02 0.00 0.560
H 1.3706 2.5967 -4.2063 0.01 -0.02 -0.01 0.396
H 0.1236 4.6919 -4.6018 0.00 0.00 0.00 0.419
H -1.0661 5.7933 -2.7305 0.00 0.00 0.00 0.399
H -1.0012 4.7700 -0.4599 0.00 0.01 0.00 0.467
H 3.0285 -0.8812 2.7864 0.00 0.00 0.00 0.350
H 4.9630 -0.4594 4.2274 0.00 0.00 0.00 0.448
H 5.1244 1.6966 5.4607 0.00 0.00 0.00 0.373
H 3.3383 3.3710 5.2369 0.00 0.00 0.00 0.428
H 1.3278 4.0153 3.0626 -0.02 -0.01 0.01 0.401
H 1.0566 3.8217 4.8012 0.01 -0.01 0.01 0.514
H 0.1065 2.9106 3.6085 0.01 0.00 0.02 0.021
H -1.5582 0.1876 0.5221 -1.25 0.53 0.07 -1.141
H -2.3705 1.6820 0.0596 -0.03 -0.02 -0.01 0.472
H -3.3151 0.2127 0.3942 -0.01 0.00 0.03 0.871
H -4.4435 1.7399 2.1401 0.00 -0.01 0.00 0.436